1.
A molecular structure, C20H28ClFeN5O4, computed with ωB97M-V/def2-TZVPD.

XYZ file:
```
59
C20H28ClFeN5O4 | the OMol25 dataset | ωB97M-V/def2-TZVPD
Fe 0.264 -3.022 1.759
N -1.711 -3.396 2.137
C -1.829 -3.572 3.622
C -0.501 -3.278 4.303
O -0.404 -2.988 5.464
N 0.566 -3.495 3.429
C 1.955 -3.388 3.869
C 2.766 -2.981 2.655
O 3.904 -2.620 2.695
O 2.044 -3.037 1.512
H -2.087 -4.218 1.672
H -2.312 -2.633 1.846
H -2.631 -2.973 4.046
H -2.041 -4.620 3.835
H 2.078 -2.680 4.688
H 2.317 -4.362 4.208
C -2.775 0.697 -1.407
C -2.368 2.166 -1.575
C -3.564 3.016 -1.120
C -2.133 2.456 -3.063
C -1.090 2.535 -0.749
O -0.994 3.957 -0.637
C 0.260 2.065 -1.334
C 0.506 0.605 -1.744
C 1.952 0.379 -2.120
C 2.765 -0.463 -1.373
C 4.098 -0.661 -1.703
C 4.623 -0.005 -2.802
Cl 6.286 -0.239 -3.228
C 3.832 0.836 -3.571
C 2.504 1.021 -3.225
C -1.228 2.153 0.748
N -0.519 0.934 1.146
C -0.952 -0.307 1.239
N 0.065 -1.101 1.587
C 1.135 -0.239 1.681
N 0.800 0.994 1.438
H -3.608 0.479 -2.077
H -3.148 0.511 -0.395
H -1.978 -0.010 -1.634
H -4.426 2.782 -1.746
H -3.362 4.081 -1.201
H -3.857 2.809 -0.088
H -3.046 2.253 -3.623
H -1.340 1.847 -3.496
H -1.888 3.507 -3.239
H -0.880 4.336 -1.516
H 1.030 2.363 -0.619
H 0.436 2.687 -2.215
H -0.127 0.336 -2.592
H 0.251 -0.092 -0.944
H 2.361 -0.988 -0.513
H 4.724 -1.316 -1.114
H 4.256 1.335 -4.431
H 1.890 1.674 -3.836
H -2.265 2.048 1.056
H -0.773 2.952 1.326
H -1.972 -0.588 1.047
H 2.138 -0.543 1.922
```

Summary:
**2S+1**: 2
**Highest occupied orbital energy (alpha / beta)**: -11.04 / -11.04 eV
**<S²>**: 0.9734
**Net charge**: +1
**Relative energy (zero: lowest compared OMol25 entry of this formula, charge and spin)**: 0.0 kJ/mol

Here is what Löwdin gives for the atomic charges, in e: atom 1 (Fe): 0.848, atom 2 (N): -0.004, atom 3 (C): -0.085, atom 4 (C): -0.477, atom 5 (O): 0.148, atom 6 (N): -0.053, atom 7 (C): -0.066, atom 8 (C): -0.563, atom 9 (O): 0.144, atom 10 (O): -0.136, atom 11 (H): 0.122, atom 12 (H): 0.090, atom 13 (H): 0.138, atom 14 (H): 0.143, atom 15 (H): 0.144, atom 16 (H): 0.152, atom 17 (C): -0.039, atom 18 (C): -0.511, atom 19 (C): -0.034, atom 20 (C): -0.027, atom 21 (C): -0.423, atom 22 (O): -0.007, atom 23 (C): -0.099, atom 24 (C): -0.143, atom 25 (C): -0.223, atom 26 (C): -0.034, atom 27 (C): -0.087, atom 28 (C): -0.667, atom 29 (Cl): 0.687, atom 30 (C): -0.089, atom 31 (C): -0.030, atom 32 (C): -0.004, atom 33 (N): -0.070, atom 34 (C): -0.097, atom 35 (N): 0.021, atom 36 (C): -0.129, atom 37 (N): 0.184, atom 38 (H): 0.098, atom 39 (H): 0.066, atom 40 (H): 0.071, atom 41 (H): 0.095, atom 42 (H): 0.091, atom 43 (H): 0.083, atom 44 (H): 0.096, atom 45 (H): 0.079, atom 46 (H): 0.095, atom 47 (H): 0.104, atom 48 (H): 0.126, atom 49 (H): 0.119, atom 50 (H): 0.108, atom 51 (H): 0.081, atom 52 (H): 0.083, atom 53 (H): 0.112, atom 54 (H): 0.110, atom 55 (H): 0.118, atom 56 (H): 0.128, atom 57 (H): 0.150, atom 58 (H): 0.131, atom 59 (H): 0.132

***

2.
A single C2H4N2OS2 molecule in a non-equilibrium geometry, computed with ωB97M-V/def2-TZVPD.

XYZ file:
```
11
C2H4N2OS2 | the OMol25 dataset | ωB97M-V/def2-TZVPD
S -3.530 -0.375 -0.171
C -2.239 0.592 -0.045
N -0.941 0.388 0.071
O -0.595 -0.982 0.016
C 0.737 -1.182 0.033
N 1.495 -0.135 -0.059
S 3.217 -0.080 -0.189
H -2.367 1.708 -0.118
H -0.135 0.958 0.062
H 0.935 -2.205 0.068
H 3.424 1.312 0.332
```

Summary:
**Structure (SMILES)**: S=CNO/C=N/S
**2S+1**: 1
**Highest occupied orbital energy**: -8.46 eV
**Net charge**: 0
**Relative energy (zero: lowest compared OMol25 entry of this formula, charge and spin)**: 345.8 kJ/mol

Here is what Löwdin gives for the atomic charges, in e: atom 1 (S): 0.624, atom 2 (C): -0.767, atom 3 (N): -0.018, atom 4 (O): -0.051, atom 5 (C): -0.265, atom 6 (N): -0.417, atom 7 (S): 0.651, atom 8 (H): 0.087, atom 9 (H): 0.104, atom 10 (H): 0.121, atom 11 (H): -0.068

***

3.
A single C6H13NO molecule in a non-equilibrium geometry, computed with ωB97M-V/def2-TZVPD.

XYZ file:
```
21
C6H13NO | the OMol25 dataset | ωB97M-V/def2-TZVPD
C -1.292 -1.798 1.892
C -0.133 -1.994 0.898
C 0.633 -0.715 0.606
N -0.227 0.348 0.070
C 0.514 1.317 -0.731
C -0.243 2.638 -0.954
C 0.998 0.749 -2.068
O 2.144 0.475 -2.300
H -0.922 -1.456 2.854
H -1.840 -2.707 2.019
H -1.982 -1.060 1.473
H 0.597 -2.596 1.457
H -0.380 -2.650 0.062
H 1.114 -0.325 1.497
H 1.477 -0.995 -0.039
H -0.889 -0.099 -0.565
H 1.499 1.467 -0.265
H -0.181 2.898 -2.009
H 0.167 3.426 -0.337
H -1.282 2.439 -0.691
H 0.228 0.640 -2.868
```

Summary:
**Structure (SMILES)**: CCCN[C@H](C)C=O
**2S+1**: 1
**Highest occupied orbital energy**: -8.97 eV
**Net charge**: 0
**Relative energy (zero: lowest compared OMol25 entry of this formula, charge and spin)**: 157.1 kJ/mol

Here is what Löwdin gives for the atomic charges, in e: atom 1 (C): -0.108, atom 2 (C): -0.249, atom 3 (C): -0.250, atom 4 (N): -0.025, atom 5 (C): -0.389, atom 6 (C): -0.032, atom 7 (C): -0.249, atom 8 (O): 0.062, atom 9 (H): 0.074, atom 10 (H): 0.055, atom 11 (H): 0.063, atom 12 (H): 0.103, atom 13 (H): 0.107, atom 14 (H): 0.118, atom 15 (H): 0.111, atom 16 (H): 0.114, atom 17 (H): 0.142, atom 18 (H): 0.070, atom 19 (H): 0.074, atom 20 (H): 0.077, atom 21 (H): 0.131

***

4.
A molecular structure, C28H26AuI2N5O5P in a non-equilibrium geometry, computed with ωB97M-V/def2-TZVPD.

XYZ file:
```
68
C28H26AuI2N5O5P | the OMol25 dataset | ωB97M-V/def2-TZVPD
Au 1.040 -0.170 -0.164
O 2.557 3.883 -0.822
C 1.641 3.101 -1.063
O 1.570 2.150 -1.900
C 0.322 3.281 -0.191
P -0.508 1.650 -0.133
C -1.434 1.811 1.422
C -2.632 2.525 1.474
C -3.274 2.702 2.688
C -2.716 2.186 3.850
C -1.524 1.479 3.802
C -0.879 1.291 2.589
C -1.710 1.587 -1.480
C -1.366 2.021 -2.759
C -2.237 1.819 -3.819
C -3.449 1.178 -3.613
C -3.797 0.745 -2.341
C -2.931 0.939 -1.279
H -0.307 4.029 -0.675
H 0.593 3.621 0.806
H -3.051 2.936 0.565
H -4.211 3.242 2.729
H -3.211 2.346 4.799
H -1.099 1.068 4.708
H 0.046 0.730 2.538
H -0.410 2.493 -2.931
H -1.960 2.149 -4.811
H -4.127 1.023 -4.442
H -4.743 0.246 -2.177
H -3.199 0.582 -0.293
I -6.785 -4.785 -0.775
C -4.950 -3.808 -0.444
C -4.080 -3.631 -1.511
C -2.868 -3.002 -1.285
C -2.534 -2.556 -0.008
C -3.403 -2.767 1.055
C -4.625 -3.382 0.835
C -1.237 -1.835 0.191
O -0.744 -1.292 -0.864
O -0.685 -1.805 1.311
H -4.346 -3.979 -2.499
H -2.171 -2.838 -2.094
H -3.122 -2.431 2.045
H -5.317 -3.529 1.652
I 3.874 -5.950 -0.706
C 2.822 -4.305 -0.094
C 2.001 -4.209 1.050
N 1.524 -2.986 1.039
N 1.970 -2.267 -0.024
C 2.755 -3.036 -0.727
H 1.766 -4.931 1.814
H 0.840 -2.532 1.665
H 3.220 -2.696 -1.637
C 6.552 1.484 -0.117
N 5.214 1.126 0.297
C 4.903 0.586 1.603
C 3.433 0.218 1.442
O 2.709 -0.347 2.241
N 3.042 0.617 0.191
C 4.106 1.128 -0.458
N 4.034 1.526 -1.710
H 7.111 1.813 0.756
H 6.529 2.306 -0.830
H 7.074 0.634 -0.563
H 5.024 1.337 2.388
H 5.511 -0.286 1.855
H 3.071 1.720 -2.044
H 4.793 2.046 -2.115
```

Summary:
**2S+1**: 3
**Highest occupied orbital energy (alpha / beta)**: -9.91 / -10.55 eV
**<S²>**: 2.0113
**Net charge**: +1
**Relative energy (zero: lowest compared OMol25 entry of this formula, charge and spin)**: 89.8 kJ/mol

Here is what Löwdin gives for the atomic charges, in e: atom 1 (Au): 0.993, atom 2 (O): 0.009, atom 3 (C): -0.732, atom 4 (O): -0.164, atom 5 (C): -0.183, atom 6 (P): 1.024, atom 7 (C): -0.355, atom 8 (C): -0.086, atom 9 (C): -0.067, atom 10 (C): -0.073, atom 11 (C): -0.069, atom 12 (C): -0.096, atom 13 (C): -0.341, atom 14 (C): -0.067, atom 15 (C): -0.064, atom 16 (C): -0.070, atom 17 (C): -0.069, atom 18 (C): -0.105, atom 19 (H): 0.102, atom 20 (H): 0.092, atom 21 (H): 0.110, atom 22 (H): 0.109, atom 23 (H): 0.108, atom 24 (H): 0.108, atom 25 (H): 0.080, atom 26 (H): 0.094, atom 27 (H): 0.109, atom 28 (H): 0.107, atom 29 (H): 0.110, atom 30 (H): 0.104, atom 31 (I): 0.870, atom 32 (C): -0.715, atom 33 (C): -0.141, atom 34 (C): -0.020, atom 35 (C): -0.149, atom 36 (C): -0.013, atom 37 (C): -0.140, atom 38 (C): -0.596, atom 39 (O): -0.137, atom 40 (O): -0.060, atom 41 (H): 0.095, atom 42 (H): 0.118, atom 43 (H): 0.121, atom 44 (H): 0.096, atom 45 (I): 1.204, atom 46 (C): -0.671, atom 47 (C): -0.041, atom 48 (N): 0.090, atom 49 (N): 0.015, atom 50 (C): -0.115, atom 51 (H): 0.151, atom 52 (H): 0.138, atom 53 (H): 0.138, atom 54 (C): -0.008, atom 55 (N): -0.085, atom 56 (C): -0.025, atom 57 (C): -0.487, atom 58 (O): 0.020, atom 59 (N): 0.046, atom 60 (C): -0.392, atom 61 (N): 0.231, atom 62 (H): 0.098, atom 63 (H): 0.093, atom 64 (H): 0.097, atom 65 (H): 0.147, atom 66 (H): 0.139, atom 67 (H): 0.050, atom 68 (H): 0.118